No. 1
{"formula": "C4H16N2O2", "method": "ωB97M-V/def2-TZVPD", "s_squared": 0.750, "total_energy_ha": -421.85148, "e_homo_ev": [0.81, -5.79], "spin_multiplicity": 2, "total_charge": -1, "lumo_energy_ev": [3.31, 3.25], "symbols": ["O", "O", "N", "N", "C", "C", "C", "C", "H", "H", "H", "H", "H", "H", "H", "H", "H", "H", "H", "H", "H", "H", "H", "H"], "coordinates": [[-0.106, -5.049, 1.898], [1.830, -3.356, 2.074], [-0.013, 2.327, -0.013], [-2.496, -0.237, 0.148], [-1.015, 0.266, 0.156], [1.403, 2.698, -0.197], [0.059, 0.967, -2.041], [-0.759, 1.312, -0.855], [1.760, -2.807, 2.830], [1.726, -2.871, 1.171], [-0.032, 1.751, -2.740], [0.842, -4.953, 2.095], [-0.114, -0.028, -2.405], [2.083, 2.245, 0.542], [-0.825, 0.561, 1.202], [1.697, 2.549, -1.226], [-0.553, 3.172, -0.018], [-2.650, -0.520, -0.765], [-2.924, 0.597, 0.363], [1.168, 1.093, -2.008], [-1.860, 1.773, -1.219], [1.410, 3.721, 0.133], [-0.389, -0.649, -0.205], [-0.240, -4.563, 1.081]], "forces_ev_per_a": [[-0.38, -1.13, 0.20], [0.83, -1.02, -2.72], [-0.44, 1.02, -0.38], [3.99, -0.86, 1.85], [-1.55, -4.66, -0.42], [-1.10, -0.26, 0.83], [1.54, -0.24, -0.50], [-0.57, 2.97, 1.11], [-0.26, 1.58, 0.76], [0.12, -0.20, 1.94], [-1.08, 0.65, -1.62], [-0.45, 0.53, -0.21], [-0.31, -0.31, -0.54], [-0.24, -0.64, -0.60], [0.26, -0.19, -0.84], [0.74, 0.43, 0.01], [-0.07, 0.24, 0.05], [-0.88, -0.47, -2.12], [-2.04, 2.04, 0.20], [-0.70, -0.98, 1.14], [2.86, -0.84, 0.91], [0.36, 0.84, -0.46], [-0.80, 1.26, 1.44], [0.18, 0.24, -0.01]], "mulliken_charge": [-1.231, -0.856, -0.416, -0.713, -1.150, -1.119, -2.437, 1.094, 0.371, 0.254, 0.464, 0.410, 0.837, 0.328, 0.477, 0.281, 0.245, 0.279, 0.263, 0.370, 0.231, 0.386, 0.200, 0.431]}

---

No. 2
{"formula": "C4H16N2O2", "method": "ωB97M-V/def2-TZVPD", "total_energy_ha": -421.91626, "e_homo_ev": -9.16, "lumo_energy_ev": 0.76, "smiles": "CNC[C@@H](C)N.O.O", "symbols": ["O", "O", "N", "N", "C", "C", "C", "C", "H", "H", "H", "H", "H", "H", "H", "H", "H", "H", "H", "H", "H", "H", "H", "H"], "coordinates": [[-0.960, -0.638, -3.356], [0.462, 1.645, -2.331], [1.620, 1.599, 1.055], [-0.927, -1.190, 0.566], [0.325, 0.841, 1.197], [-0.959, -2.721, 0.207], [0.451, -0.584, 0.607], [-0.034, 0.941, 2.678], [-1.123, -2.761, -0.908], [-1.242, -0.539, -2.423], [0.319, 0.077, 3.379], [-1.133, 1.029, 2.752], [-0.507, 1.366, 0.619], [2.375, 1.014, 1.523], [0.013, -3.182, 0.568], [1.561, 2.537, 1.523], [-1.836, -3.364, 0.661], [-0.112, -0.411, -3.474], [1.174, -1.208, 1.085], [0.771, -0.563, -0.503], [0.040, 1.529, -1.418], [-1.502, -1.052, 1.426], [0.337, 1.759, 3.309], [1.293, 1.994, -2.101]], "forces_ev_per_a": [[-5.70, -1.83, 1.06], [-2.45, -0.88, 1.66], [0.60, -0.57, -0.06], [-0.66, -1.83, 0.58], [1.09, 1.39, 0.16], [-0.32, 0.78, 0.35], [-1.98, 0.28, -1.98], [-1.19, -1.93, 2.18], [0.66, -0.27, 1.13], [0.75, 0.08, -0.91], [-0.72, 0.82, -1.66], [0.29, -0.39, 0.36], [1.17, -0.50, 0.56], [-1.24, 1.29, -0.67], [-1.09, 0.29, -0.77], [0.10, -1.55, -0.49], [1.60, 1.82, -0.52], [4.79, 1.65, -0.09], [0.61, -0.38, 0.89], [-0.28, 0.38, 1.68], [0.80, 0.21, -1.98], [1.18, -0.04, -0.81], [0.19, 0.44, -1.10], [1.84, 0.75, 0.41]], "mulliken_charge": [-0.634, -0.652, -0.621, -0.352, 0.210, -0.687, -0.496, -1.457, 0.207, 0.307, 0.236, 0.349, 0.224, 0.262, 0.250, 0.296, 0.284, 0.301, 0.448, 0.219, 0.307, 0.254, 0.431, 0.316]}